No. 1
The following is a quantum chemistry calculation of the ion C3H3O3S with charge -1 at a distorted geometry, from OMol25.

Computed properties:
**Energy above the lowest of the compared OMol25 structures with the same formula, charge and spin**: 80.18 kcal per mole
**M**: 119.121 g/mol
**Net charge**: -1
**2S+1**: 1
**HOMO-LUMO gap**: 7.3 eV

Cartesian coordinates (Å):
H (-1.176, -0.625, 0.905)
O (-1.076, -0.834, -1.064)
H (0.332, -1.690, 0.563)
O (-0.166, 3.079, -3.380)
C (0.433, 1.130, -1.377)
H (1.200, 1.777, -0.831)
C (-0.086, 0.137, -0.780)
C (-0.385, -0.896, 0.216)
S (0.111, 1.643, -3.515)
O (1.477, 1.477, -4.052)

Mulliken atomic charge list, values in e, 8 entries: 0.161, -0.429, 0.213, -0.592, -0.941, 0.214, 0.588, -0.138


No. 2
The following is a quantum chemistry calculation of a structure of composition C47H47GeN8O6STi, from OMol25.

Computed properties:
**Energy above the lowest of the compared OMol25 structures with the same formula, charge and spin**: 33.04 kcal per mole
**M**: 972.487 g/mol
**Net charge**: -1
**Expectation value of S²**: 2.03
**2S+1**: 3
**HOMO-LUMO gap (alpha / beta)**: 4.6 / 6.2 eV

Cartesian coordinates (Å):
C (2.714, -2.258, 1.622)
C (0.024, -4.622, -0.870)
H (-0.655, 4.320, -3.809)
H (1.249, -6.895, -1.087)
C (0.545, 0.326, 3.181)
N (1.241, -0.496, 2.218)
H (-1.519, -0.247, 2.908)
H (-3.870, 2.408, -1.373)
H (3.857, 1.612, -0.185)
H (-2.131, 2.314, -4.022)
C (1.201, -0.740, -4.982)
H (-2.011, 1.789, 4.227)
C (0.601, -6.667, -1.937)
H (1.091, -6.965, -2.861)
S (-4.996, 5.056, 5.386)
C (0.581, -0.618, -6.218)
C (1.194, 0.038, -7.274)
C (1.129, -1.398, 4.884)
N (0.497, -1.388, -3.963)
O (2.471, 2.175, -1.531)
H (-4.995, 3.142, -0.215)
C (-0.732, 1.042, -3.031)
O (3.100, -0.463, -3.622)
C (-3.349, 5.258, 4.629)
C (-1.694, 4.292, 3.398)
O (0.375, -5.276, -2.034)
C (3.091, 0.463, -5.869)
Ti (0.874, -0.583, 0.295)
C (-1.657, 6.579, 3.938)
Ge (-3.951, 1.051, 0.794)
C (-0.477, -5.253, 0.251)
H (-0.339, -7.216, -1.834)
H (5.044, -0.577, -4.338)
H (-0.413, -1.032, -6.343)
H (-2.235, -0.863, 0.756)
C (0.180, -3.227, -0.871)
H (-3.258, 3.369, -0.018)
C (2.490, -0.214, -4.815)
H (-0.827, -2.555, 2.259)
H (0.807, -3.428, -2.809)
H (1.038, 1.311, 3.266)
N (0.816, -0.389, -1.826)
H (-5.193, -1.173, 0.687)
H (-6.117, 0.078, -0.149)
C (-0.619, -3.113, 1.351)
H (4.866, -3.708, -1.184)
C (-4.559, 1.408, 2.602)
H (3.323, -1.855, -1.616)
H (3.243, 0.275, -1.208)
C (-0.344, 3.361, -3.418)
H (-0.612, -6.325, 0.269)
C (1.295, 2.034, -2.211)
H (-1.984, 0.279, -0.550)
C (-2.162, 0.204, 0.531)
H (4.121, -4.704, 3.516)
H (-0.120, 5.637, 2.751)
C (2.736, -3.230, 4.224)
C (-1.164, 2.244, -3.544)
C (1.975, -1.602, 2.621)
H (4.816, -0.576, -2.576)
H (4.621, 0.944, -3.491)
C (4.326, -3.915, 0.895)
H (2.936, 1.125, -7.897)
H (-4.732, -0.678, -0.946)
H (-0.243, -1.993, -4.280)
C (-4.025, 2.657, -0.321)
H (4.975, -4.755, 1.097)
H (2.720, -3.616, 5.237)
H (-4.405, 0.547, 3.254)
C (2.982, 1.182, -0.671)
O (-5.038, 6.036, 6.451)
H (0.683, 0.121, -8.223)
C (-1.049, 5.516, 3.291)
N (-2.834, 4.168, 4.069)
H (2.297, 0.938, 0.162)
H (-0.518, 2.066, -0.402)
C (-0.618, 2.014, 0.676)
H (-4.103, 2.278, 3.071)
H (-0.141, 0.226, 5.292)
C (0.857, 3.247, -2.756)
C (-0.589, 3.112, 1.438)
H (-1.204, 7.566, 3.919)
C (0.727, -1.448, -2.590)
C (4.261, -3.329, -0.370)
C (3.532, -3.361, 1.936)
C (0.503, 0.890, -2.384)
H (-1.189, -4.969, 2.252)
C (3.417, -2.270, -0.617)
H (-1.375, 0.173, -3.097)
N (-2.800, 6.471, 4.600)
H (-5.633, 1.592, 2.550)
C (-0.899, 0.619, 2.663)
H (4.076, 0.885, -5.738)
C (0.468, -0.287, 4.557)
C (2.446, 0.595, -7.092)
H (1.052, -1.796, 5.890)
C (-1.437, 1.854, 3.313)
N (2.595, -1.736, 0.332)
N (0.646, -2.709, -2.119)
C (4.476, -0.140, -3.513)
C (-5.116, -0.321, 0.011)
O (-5.012, 3.672, 5.822)
H (1.497, 4.105, -2.607)
C (-1.182, 3.049, 2.770)
C (3.515, -3.843, 3.265)
H (-0.338, 4.060, 0.985)
C (1.967, -2.100, 3.925)
O (-5.857, 5.342, 4.247)
N (-0.925, 0.721, 1.174)
C (-0.107, -2.437, 0.233)
C (-0.808, -4.481, 1.364)

Mulliken atomic charge list, values in e, 8 entries: -0.306, 1.544, 0.423, 0.430, 0.063, 0.488, 0.563, 0.317


No. 3
The following is a quantum chemistry calculation of a structure of composition C6H17N2 at a distorted geometry, from OMol25.

Computed properties:
**Energy above the lowest of the compared OMol25 structures with the same formula, charge and spin**: 137.72 kcal per mole
**M**: 117.216 g/mol
**Net charge**: +2
**Expectation value of S²**: 0.88
**2S+1**: 2
**HOMO-LUMO gap (alpha / beta)**: 6.7 / 6.9 eV

Cartesian coordinates (Å):
C (-1.368, 0.808, -2.180)
C (3.628, -0.618, 0.661)
C (-1.579, -0.774, 0.616)
H (-1.069, 2.261, -0.654)
H (-1.622, -0.311, 2.758)
H (-2.297, -1.068, -0.185)
C (-2.329, -0.558, 1.942)
H (4.462, 0.054, 1.100)
H (1.547, -0.927, -1.340)
H (-0.321, 0.802, -2.516)
H (0.333, -0.092, -0.226)
H (-2.547, 1.346, -0.430)
C (2.477, 0.205, 0.104)
H (3.239, -1.281, 1.479)
H (-0.907, -1.652, 0.705)
H (-1.812, -0.181, -2.327)
N (1.370, -0.619, -0.360)
C (-1.479, 1.274, -0.708)
H (-2.959, 0.340, 1.857)
H (-2.976, -1.411, 2.268)
H (-1.882, 1.439, -2.892)
H (2.062, 0.870, 0.902)
N (-0.805, 0.403, 0.229)
H (2.774, 0.917, -0.692)
H (4.059, -1.224, -0.112)

Mulliken atomic charge list, values in e, 8 entries: -1.042, -1.111, -0.181, 0.361, 0.361, 0.309, -1.143, 0.351


No. 4
The following is a quantum chemistry calculation of an isolated molecule of C4H7Br2F3Si, from OMol25.

Computed properties:
**M**: 299.988 g/mol
**SMILES**: FC(F)(Br)[C@](F)(Br)CC[SiH3]
**2S+1**: 1
**HOMO-LUMO gap**: 11.2 eV

Cartesian coordinates (Å):
H (-1.858, -1.554, 0.128)
H (-0.012, -0.469, -1.309)
F (0.840, 1.556, -0.188)
Si (-2.462, 0.785, -0.204)
F (2.479, -0.050, -1.576)
H (0.448, -1.704, -0.149)
H (-3.380, 1.230, 0.865)
C (-1.345, -0.621, 0.397)
Br (3.238, -1.724, 0.380)
H (-1.649, 1.935, -0.646)
C (2.533, -0.030, -0.231)
F (3.386, 0.933, 0.117)
Br (1.177, 0.412, 2.224)
C (0.057, -0.688, -0.235)
C (1.105, 0.287, 0.290)
H (-1.286, -0.621, 1.488)
H (-3.272, 0.322, -1.352)

Mulliken atomic charge list, values in e, 8 entries: 0.352, 0.332, -0.296, 0.467, -0.225, 0.424, -0.144, -0.836


No. 5
The following is a quantum chemistry calculation of the ion C14H7F9NO with charge +1 at a distorted geometry, from OMol25.

Computed properties:
**M**: 376.198 g/mol
**Net charge**: +1
**SMILES**: O=C(F)Cc1cc2c(C(F)(F)C(F)(F)C(F)(F)F)cccc2c(F)[nH+]1
**2S+1**: 1
**HOMO-LUMO gap**: 7.7 eV

Cartesian coordinates (Å):
H (-2.905, 1.867, 1.752)
C (-2.516, -1.199, -1.571)
H (2.202, -2.293, -1.847)
C (-3.170, -0.756, -0.201)
C (2.968, -2.789, 0.203)
C (0.830, -0.613, -0.118)
F (-2.962, -0.473, 2.158)
C (2.222, -0.516, -0.600)
C (-1.238, 0.592, 0.918)
C (0.152, 0.627, 0.393)
C (-2.151, -0.672, 1.022)
C (0.939, 1.918, 0.361)
H (-1.506, 4.116, 1.693)
C (0.342, 3.196, 0.862)
O (3.547, -2.372, 1.158)
F (-3.813, 0.457, -0.427)
N (2.919, 0.725, -0.626)
H (3.948, -1.682, -1.508)
F (-1.688, -0.219, -2.106)
C (2.330, 1.895, -0.186)
H (0.360, -1.625, -0.167)
F (-1.895, -2.424, -1.528)
C (2.923, -1.856, -1.090)
H (0.959, 4.132, 0.855)
C (-1.055, 3.150, 1.347)
F (2.338, -4.027, 0.221)
H (3.879, 0.761, -0.988)
F (-1.471, -1.857, 1.250)
C (-1.841, 1.880, 1.380)
F (-3.561, -1.314, -2.481)
F (-4.171, -1.657, 0.131)
F (3.085, 3.025, -0.259)

Mulliken atomic charge list, values in e, 8 entries: 0.468, 0.589, 0.323, 0.769, 0.571, -0.389, -0.301, -0.093


No. 6
The following is a quantum chemistry calculation of a cluster of 2 separate species, C3H12NO2 in total at a distorted geometry, from OMol25.

Computed properties:
**Energy above the lowest of the compared OMol25 structures with the same formula, charge and spin**: 28.75 kcal per mole
**M**: 94.134 g/mol
**Net charge**: +2
**Expectation value of S²**: 0.75
**2S+1**: 2
**HOMO-LUMO gap (alpha / beta)**: 12.0 / 4.2 eV

Cartesian coordinates (Å):
H (2.304, 2.626, 1.137)
H (-0.556, -0.507, -0.874)
H (0.738, 0.029, 0.771)
H (-1.014, -3.132, -1.996)
C (0.749, 0.767, -0.038)
H (1.735, 0.821, -0.509)
H (1.344, 2.042, 2.374)
O (-0.238, 0.412, -0.988)
H (-0.605, 2.078, 1.013)
H (1.204, 3.590, 1.769)
C (0.349, 2.141, 0.496)
N (1.363, 2.610, 1.531)
H (-0.314, -4.156, -0.615)
O (-1.129, -2.325, -0.141)
H (-2.111, -3.975, -0.899)
C (-1.118, -3.502, -0.980)
H (-1.419, -2.642, 0.749)
H (0.329, 2.915, -0.267)

Mulliken atomic charge list, values in e, 8 entries: 0.363, 0.342, 0.352, 0.308, -0.337, 0.325, 0.351, -0.416


No. 7
The following is a quantum chemistry calculation of a structure of composition C9H16CuINO3 at a distorted geometry, from OMol25.

Computed properties:
**Energy above the lowest of the compared OMol25 structures with the same formula, charge and spin**: 148.24 kcal per mole
**M**: 376.681 g/mol
**Net charge**: +1
**2S+1**: 1
**HOMO-LUMO gap**: 7.0 eV

Cartesian coordinates (Å):
H (2.377, 0.990, 1.047)
O (-0.750, -1.856, -0.495)
H (-1.969, 0.156, 1.484)
C (0.328, 0.119, 0.410)
H (-0.015, 1.241, 0.630)
H (-5.853, 0.001, 0.897)
C (-2.224, 0.249, 0.336)
H (4.233, -0.327, -1.056)
H (4.843, 1.261, -0.182)
O (-1.185, 0.809, -2.949)
H (5.338, -1.337, 1.029)
C (1.646, -0.068, -0.603)
H (-0.661, -2.218, -1.436)
H (-2.226, 1.418, 0.105)
H (-4.874, 1.674, 0.512)
Cu (0.547, 1.709, -3.227)
H (3.489, -1.150, 1.614)
C (-4.805, 0.552, 0.836)
C (-0.974, -0.391, -0.508)
I (-4.032, -2.437, 0.567)
C (-0.485, 0.295, -1.915)
H (-4.004, -0.153, -1.199)
O (1.015, 0.338, -1.897)
N (2.660, 0.858, 0.034)
H (0.241, -0.648, 1.319)
H (4.842, 0.108, 2.158)
H (2.029, -1.194, -0.559)
C (-3.706, -0.323, -0.072)
C (4.459, -0.567, 1.261)
C (4.079, 0.349, -0.085)
H (-4.362, 0.545, 1.945)

Mulliken atomic charge list, values in e, 8 entries: 0.289, -0.454, 0.402, -1.040, 0.360, 0.339, -0.685, 0.279


No. 8
The following is a quantum chemistry calculation of an isolated molecule of C8H17NO2S2 at a distorted geometry, from OMol25.

Computed properties:
**Energy above the lowest of the compared OMol25 structures with the same formula, charge and spin**: 0.00 kcal per mole
**M**: 223.363 g/mol
**SMILES**: O=C(CCCC[C@H](S)CCS)NO
**2S+1**: 1
**HOMO-LUMO gap**: 9.9 eV

Cartesian coordinates (Å):
C (1.514, 1.454, 0.460)
H (2.432, -1.252, 0.160)
O (2.031, -0.176, -2.701)
S (-1.196, 0.686, 3.299)
H (-0.354, -0.567, 0.583)
H (0.286, 2.769, -0.802)
C (-1.138, -0.293, -0.091)
C (0.148, 1.973, -0.051)
H (-2.164, 2.069, 1.541)
H (-0.152, 0.738, -1.726)
H (1.970, 2.313, 0.983)
O (1.894, -2.439, -1.313)
C (2.502, 1.120, -0.695)
N (1.884, -1.206, -0.686)
H (-2.702, -1.026, 1.178)
S (-1.355, -1.687, -1.247)
H (-0.025, 0.607, 2.658)
H (-1.696, -2.649, -0.357)
H (1.394, 0.580, 1.126)
C (-2.351, -0.061, 0.781)
H (2.590, 1.986, -1.309)
C (-2.313, 1.026, 1.891)
C (2.127, -0.120, -1.475)
H (3.538, 0.940, -0.274)
C (-0.733, 0.969, -0.854)
H (-3.309, 1.035, 2.355)
H (-1.652, 1.466, -1.276)
H (0.961, -2.691, -1.507)
H (-0.264, 2.410, 0.877)
H (-3.157, 0.229, 0.078)

Mulliken atomic charge list, values in e, 8 entries: -0.612, 0.237, -0.623, -0.162, 0.135, 0.362, 0.627, -0.351


Q: Number 1 is which compound?
A: C3H3O3S